223
Properties=species:S:1:pos:R:3:forces:R:3 method="wB97M-V/def2-TZVPD" e_tot_ha=-5082.011460
N -0.458 -0.305 -7.174 -0.501 0.676 1.353
H -1.440 0.163 0.864 -0.150 -0.157 -0.502
N 1.785 1.372 7.363 0.420 -0.515 1.102
N 6.846 -3.157 0.094 3.251 1.813 -0.955
N -2.034 -2.023 8.626 -0.055 -0.254 0.556
H -4.957 -0.542 9.708 -0.110 0.039 -1.037
H 2.833 6.006 2.913 0.141 -0.040 -0.211
N 5.870 -5.182 0.364 0.810 -2.697 0.665
H -3.020 -0.435 -1.343 -0.242 0.269 -0.152
H 7.758 -3.566 -0.070 -0.323 -0.021 0.101
N 3.550 -2.335 3.596 1.357 -3.068 -0.600
C -1.347 -1.141 7.701 0.297 -0.511 0.059
O 2.831 0.952 -4.532 1.109 -0.795 0.315
C 2.634 2.219 -5.123 -1.210 -0.292 0.233
H 5.298 1.444 2.650 0.806 -0.052 -0.427
H 4.629 4.791 1.212 0.528 0.413 -0.737
H -0.849 2.268 1.261 -0.246 -0.005 0.013
H -1.159 8.472 0.631 -0.413 0.537 -0.040
O 3.808 6.666 -1.085 0.508 2.170 -0.564
N 6.070 4.032 4.314 0.256 1.397 1.257
H -2.106 3.204 -6.020 -0.059 -0.248 0.502
C 4.202 -3.032 -4.169 -0.883 1.236 0.985
C 5.808 -3.872 0.439 -0.296 1.548 -2.178
H 6.977 3.900 4.696 0.729 -0.651 -0.163
H -0.308 4.665 -2.320 0.329 0.243 -0.372
H 2.791 3.843 -0.315 0.538 -0.627 0.870
H -3.064 3.311 -4.086 0.660 -0.076 -0.201
H 0.315 7.776 -0.788 -0.079 -0.628 -0.249
H 6.909 2.176 -1.212 0.775 0.176 -0.673
H 2.779 7.012 1.543 -0.748 -0.522 -0.405
H -3.003 -8.187 -1.246 -0.285 -0.240 0.067
C -1.612 -0.193 1.869 0.333 0.741 0.673
H -4.043 -7.094 1.269 -0.033 -0.481 -0.366
N -2.589 0.544 -6.417 -0.321 0.554 1.501
O 3.203 -0.248 3.027 0.607 1.076 -1.542
H 2.215 5.038 -1.328 0.595 -0.302 0.006
C -3.655 -0.253 11.944 0.058 -0.791 -0.747
N 0.170 5.562 -2.436 -1.206 0.544 1.462
C -0.395 0.195 2.732 -1.525 -1.469 0.354
C 4.424 -0.601 -3.445 -1.254 0.392 -0.964
H 5.621 6.025 0.414 0.039 0.200 0.483
H -5.001 4.090 -1.131 0.218 -0.084 0.060
H -2.092 4.979 -5.960 -0.610 0.526 -0.332
N 6.002 2.084 3.016 -0.642 -0.117 0.742
N 6.109 1.841 -0.747 -0.261 0.301 -0.070
H -1.165 -2.617 3.956 -0.087 -0.312 -0.133
C 2.523 1.662 -0.413 -0.178 0.271 -1.171
H -3.239 -0.043 9.528 -0.132 0.487 0.036
H 1.862 -4.291 -1.172 -0.319 0.489 -0.130
H -2.132 -3.792 4.975 0.409 0.346 -0.364
H 4.326 1.494 -3.213 0.105 0.017 -0.367
H 1.626 -0.465 -4.984 -0.173 0.126 0.300
H 1.467 -1.717 -4.140 0.142 -0.408 0.562
H 6.969 2.059 2.767 0.155 -0.191 0.034
H 2.358 1.010 8.119 -0.326 0.312 -0.266
H -5.787 -8.456 1.346 -0.073 -0.286 -0.629
H 3.241 1.741 -1.266 -0.170 -0.123 0.584
H 3.436 -4.423 0.994 0.724 1.494 -0.163
H -0.817 4.052 -6.829 -0.359 0.196 0.156
H 2.997 -5.607 0.236 -0.209 -0.277 -0.142
H -0.564 -0.251 3.722 0.108 -0.126 0.101
C -3.490 -1.906 8.682 -0.040 -0.038 -0.907
C -6.069 -1.756 -3.418 0.380 1.173 0.087
H 1.689 2.305 -0.720 -0.220 0.248 -0.176
H -1.803 -1.263 1.879 0.059 -0.126 -0.069
C -0.297 7.861 -1.699 -0.146 2.748 -0.520
H -0.218 -0.407 -6.200 0.040 -0.309 0.107
H -4.423 -10.452 -0.100 -0.326 0.264 0.066
N 5.224 0.092 0.413 -3.814 0.221 2.633
C -0.868 6.620 -2.322 1.242 -0.689 0.975
H 6.761 -5.653 0.220 -0.544 0.187 0.290
H -4.615 -11.224 -2.829 -0.577 0.736 0.574
N -5.399 3.828 -2.010 -0.239 -0.362 -0.397
H -2.518 0.542 -5.408 0.575 -0.309 -0.134
H 1.551 2.388 -5.196 0.059 -0.192 0.106
H 3.292 -1.366 -4.998 0.325 -0.015 0.268
H 1.531 6.534 -3.780 -0.720 -0.618 0.299
H 0.668 -2.939 -1.432 -0.010 -0.118 -0.488
O -5.535 -2.280 -5.721 -0.156 -0.119 1.652
C -1.561 -1.476 6.241 1.011 -0.419 -0.340
O 6.828 -0.348 -0.958 0.546 0.891 -0.706
C 1.718 -3.214 -1.388 1.506 0.161 0.214
N 1.976 -0.966 4.618 -3.004 0.256 2.604
N 3.040 4.616 -0.886 -0.512 0.917 -0.426
C -1.137 -3.321 4.796 -0.407 -0.244 0.378
H -4.703 -2.506 -7.407 0.158 -0.226 -1.062
H -6.156 -3.571 -7.231 -0.267 -0.012 -0.246
H 4.347 -2.927 -2.040 0.153 -0.491 0.464
H -1.647 -0.130 7.916 -0.222 0.562 -0.056
O 2.978 -5.243 1.123 -0.668 -1.339 0.345
O 2.417 -2.863 -2.598 -2.868 0.508 0.022
C -5.252 -3.180 -6.778 0.208 0.535 0.785
C 6.068 0.515 -0.470 1.970 -0.509 -1.269
H -1.611 6.328 -1.585 -0.427 -0.620 -0.399
H -0.251 -1.175 7.885 -0.592 -0.058 -0.012
C -5.300 -9.825 -0.351 0.818 0.773 0.385
H -3.680 -0.723 12.925 -0.085 0.424 0.110
C -1.094 0.330 -2.693 -1.669 -0.160 0.333
H -5.950 -7.893 -0.402 0.431 0.214 0.956
H 2.733 -0.410 0.031 -0.137 -0.137 0.187
H -2.444 9.662 0.033 0.048 -0.516 0.352
H -0.420 -4.121 4.636 0.056 -0.021 -0.292
H 5.207 -3.479 -4.254 -0.296 0.350 -0.155
N 4.903 5.328 0.375 0.219 -1.251 0.922
H 3.259 -3.294 3.748 -0.588 0.566 0.571
C -3.364 0.429 -1.952 0.476 0.105 1.058
H 5.485 4.460 5.000 -0.398 0.684 0.206
H -6.211 -10.301 -0.038 -0.577 -0.708 -0.061
O -5.320 -9.529 -1.732 0.500 1.119 0.400
H -2.986 4.054 -2.492 0.022 -0.429 -0.598
H 5.083 -0.893 0.408 -0.037 -0.741 0.163
H -0.481 0.957 -3.297 0.642 0.243 -0.575
H -5.109 0.926 -3.092 -0.441 0.220 -0.256
H 1.695 4.822 -3.444 0.066 -0.087 -0.765
O 1.504 2.397 5.461 -0.934 0.809 -0.948
H 4.137 0.775 5.941 -0.314 0.013 0.053
H -5.212 -3.605 -4.153 -0.012 -0.113 0.113
H -0.488 6.140 -5.265 -0.043 0.216 0.545
C -5.943 -2.847 -4.443 -0.193 -0.426 -1.203
H 1.485 -1.525 5.298 0.333 -0.725 -0.274
C -4.747 0.114 -2.477 0.636 -0.678 1.215
O -2.739 4.071 -0.489 -0.482 0.389 -0.239
H -5.279 0.021 -1.531 -0.764 0.323 -0.072
H -1.818 -2.979 8.419 0.400 -0.327 -0.050
H -2.159 4.101 2.565 0.614 -0.618 0.079
H 0.473 -0.247 2.325 1.040 -1.140 -0.496
Hg 1.676 2.173 2.303 0.552 -0.301 -0.072
N 3.523 1.515 5.634 -0.427 -0.180 1.453
O -2.449 0.649 -2.981 0.223 0.489 -1.373
H 0.917 1.876 7.527 0.414 -0.468 0.455
C -2.232 3.608 0.545 0.746 -0.653 -3.308
H -6.726 -1.003 -3.891 -0.002 0.020 0.301
O 1.186 4.452 2.618 -0.180 0.048 -0.125
H -1.301 -0.596 5.613 0.182 -0.641 0.088
H 5.158 -5.618 0.921 -0.137 -0.693 0.002
H -3.281 4.737 1.516 -0.720 0.611 0.463
H 4.922 1.065 -4.845 -0.343 -0.467 0.229
C -4.785 3.513 -3.199 -0.834 1.804 1.600
O -0.714 -2.654 5.961 -0.692 1.614 0.389
H 3.764 -0.703 -2.569 -0.087 0.041 -0.052
H -6.489 -2.046 -2.445 -0.375 -0.431 -0.558
H -0.910 0.530 -1.648 0.372 -0.009 0.552
H -3.360 1.339 -1.295 -0.296 -0.551 -0.301
H -4.458 0.467 11.771 -0.388 -0.179 0.288
C -3.246 -7.407 -0.525 0.772 1.570 -1.410
O -3.742 -1.357 11.028 0.495 0.600 -0.099
C 0.939 5.588 -3.647 0.793 -0.046 -0.384
H 3.487 -3.538 -4.798 0.141 -0.133 -0.847
H 5.428 -0.606 -3.047 0.551 -0.371 -0.211
H 0.861 5.949 -0.137 0.065 -0.087 0.510
C 1.422 5.332 1.759 2.353 0.634 3.395
H -6.343 -11.186 -2.321 0.160 0.039 -0.202
H 2.980 2.225 -6.159 0.642 0.429 0.215
C 1.972 0.266 -0.359 0.256 -0.570 0.379
O 3.113 2.142 0.758 0.214 0.094 0.450
C -5.501 -10.541 -2.632 -0.035 -1.889 -0.923
H 0.831 5.168 -5.805 -0.356 0.012 1.009
H -0.133 -5.254 0.879 -0.333 0.145 0.268
H 4.075 -2.302 2.744 0.551 0.036 -0.397
H 1.755 -0.092 -1.359 -0.320 0.001 -0.317
C 4.203 0.780 -4.050 -0.585 0.894 0.585
H -4.602 -4.024 -6.518 -0.013 0.095 0.343
H -0.271 -1.156 -7.680 -0.037 0.196 -0.256
C -0.945 -5.524 1.579 -0.028 -0.495 0.386
H 1.075 0.183 0.272 0.138 0.018 -0.124
C -1.911 -6.836 -0.072 -0.936 -1.234 -0.124
H 2.166 -2.624 -0.567 -0.116 -0.416 -0.071
H -3.857 -1.638 7.680 -0.368 0.236 0.141
H -3.936 -2.873 8.883 0.041 -0.227 0.284
H -2.653 7.847 -0.005 -0.297 0.150 -0.285
C 2.268 1.775 6.173 1.085 -0.051 -1.874
H 3.677 -4.466 -2.781 0.013 -0.484 0.746
H -1.391 -6.507 -0.979 0.332 0.360 0.313
N 0.646 5.534 0.772 -3.029 -0.473 -3.366
N -2.674 3.975 1.715 -1.375 1.323 2.363
C -1.493 4.093 -5.954 1.351 -0.393 -0.015
H -1.412 -7.682 0.395 0.669 -0.088 0.089
C -3.920 -0.881 9.683 0.285 0.188 1.554
H 2.988 2.972 -4.419 0.523 0.396 -0.511
H -3.713 -6.572 -1.105 -0.296 -0.492 0.167
H -2.592 -1.732 5.998 -0.178 -0.090 0.122
N -1.249 2.725 0.433 1.615 -0.882 0.907
O -0.672 4.153 -4.766 -0.172 0.118 -0.542
N 4.139 -1.578 -4.488 0.884 -1.329 0.000
H -3.479 0.793 -6.777 -0.648 0.299 -0.120
O -0.209 1.536 2.856 -0.121 1.936 -0.072
H -1.283 6.822 -3.297 -0.577 0.289 -0.124
C 2.875 -1.215 3.719 0.563 1.737 -0.672
O -2.123 0.251 -8.531 -1.321 0.266 -3.226
O -5.550 3.151 -4.057 -0.243 -1.375 -2.234
N -3.493 3.833 -3.354 0.616 0.166 0.711
C 3.663 -3.380 -2.762 2.150 0.312 -0.793
N 2.457 6.156 1.987 1.457 0.636 1.196
H -6.930 -3.298 -4.603 0.093 -0.241 0.211
H -1.235 -4.694 2.231 0.483 -0.101 -0.059
O -2.145 -5.853 0.896 0.696 0.335 -0.103
H 3.539 1.770 4.652 0.174 -0.147 0.279
H 4.377 0.628 0.688 0.913 0.003 -0.037
C -1.754 0.192 -7.407 2.032 -1.379 0.896
H -5.741 -10.098 -3.603 -0.054 0.025 0.183
C 3.925 5.617 -0.512 -1.447 -1.578 -0.788
H -2.740 0.332 11.800 0.253 -0.287 0.046
H -1.030 2.365 -0.477 -0.117 0.092 -0.182
H 0.038 4.726 0.767 -0.574 0.190 -0.867
O -1.359 8.788 -1.389 -0.045 -0.263 -0.268
O 4.175 3.189 3.491 -2.156 0.685 0.577
H -4.224 -1.134 -3.935 0.158 -0.148 -0.286
H -0.562 -6.396 2.193 -0.471 0.792 -0.505
O 4.743 -3.285 0.527 -2.518 0.994 1.475
H 0.284 8.487 -2.409 0.073 -0.754 0.253
C -5.312 -8.443 0.348 0.322 0.105 -0.477
H -0.996 -0.722 -2.905 0.723 -0.405 -0.019
N -3.983 -7.858 0.587 -1.124 -0.426 0.996
C 0.139 5.311 -4.912 0.796 -0.489 -1.274
H -6.361 3.595 -2.208 -0.162 0.318 1.130
H 6.729 -2.213 -0.338 -0.006 -0.609 0.674
H -2.486 0.335 2.264 -0.044 -0.111 -0.102
C -1.958 8.687 -0.114 0.956 -0.276 0.075
H 5.486 2.556 -0.394 -0.150 -0.524 0.294
H 1.535 -0.076 4.464 0.008 0.181 0.174
C 5.367 3.101 3.671 1.158 -1.608 -2.655
N -4.757 -1.208 -3.080 0.437 0.087 -0.694
O 0.998 -1.177 -4.775 -0.076 0.245 -0.516